{
  "formula": "C2H3NO2S",
  "method": "ωB97M-V/def2-TZVPD",
  "e_above_lowest_ev": 4.345,
  "fmax_ev_per_a": 8.23,
  "e_homo_ev": -10.056,
  "orbital_gap_ev": 9.360,
  "total_energy_ha": -681.2997,
  "lumo_ha": -0.0256,
  "elements": ["C", "C", "H", "H", "H", "N", "O", "O", "S"],
  "xyz": [[1.076920, 0.137924, -0.785807], [-1.227454, -0.886132, 0.686629], [1.351498, -1.013695, -0.555015], [0.158399, 1.966784, -0.190392], [-2.350299, -0.887379, 1.513067], [0.824619, 1.274142, 0.303579], [1.317568, 0.487907, -1.908649], [-0.965787, -1.415092, -0.514691], [-0.185465, 0.335540, 1.451278]],
  "forces_ev_per_a": [[2.814, 0.425, -0.805], [-0.368, -1.032, -4.824], [-1.009, 2.812, 0.724], [1.326, -1.314, 0.840], [3.333, -0.832, -2.660], [-2.335, -3.584, -2.080], [-0.901, -0.020, 0.939], [-2.554, 2.753, 7.322], [-0.306, 0.793, 0.543]]
}